Entry 1:
Computed, not measured: a 10-piece molecular cluster, C67H155N9O overall at a distorted geometry, with the ωB97M-V functional and the def2-TZVPD basis.

```
232
Properties=species:S:1:pos:R:3
N -3.029 -1.331 -3.859
H -2.214 -1.147 -3.187
H -3.784 -0.727 -3.545
H -3.298 -2.313 -3.849
H -2.663 -1.104 -4.784
C 1.108 -0.128 -1.025
C -0.434 -0.346 -1.301
C -1.124 1.040 -1.085
O -0.742 -1.100 -2.418
H 1.282 0.146 0.026
H 1.467 0.804 -1.479
H 1.761 -0.973 -1.241
H -0.781 -0.910 -0.410
H -2.184 0.767 -1.104
H -0.769 1.765 -1.819
H -0.903 1.389 -0.077
C 2.526 -4.838 5.406
C 2.141 -3.363 5.252
C 0.642 -3.226 5.584
N 0.058 -1.859 5.245
C 0.862 -0.755 5.871
C -0.052 -1.487 3.751
C -1.206 -0.510 3.663
C -2.161 -0.873 4.771
C -1.395 -1.774 5.764
H 3.580 -4.999 5.169
H 1.971 -5.500 4.738
H 2.437 -5.223 6.422
H 2.341 -3.080 4.220
H 2.782 -2.854 5.971
H 0.215 -3.470 6.555
H 0.076 -3.848 4.880
H 0.351 0.200 6.000
H 1.759 -0.554 5.291
H 1.148 -1.046 6.882
H 0.930 -1.145 3.431
H -0.251 -2.382 3.159
H -0.856 0.520 3.755
H -1.581 -0.573 2.641
H -2.375 0.039 5.331
H -3.137 -1.230 4.448
H -1.420 -1.373 6.772
H -1.728 -2.808 5.712
C 7.177 0.894 -3.991
C 6.341 0.485 -2.795
C 6.468 1.482 -1.641
N 5.866 1.082 -0.306
C 4.472 0.520 -0.470
C 5.835 2.268 0.682
C 7.274 2.298 1.249
C 7.460 0.811 1.531
C 6.715 0.070 0.433
H 6.832 0.307 -4.839
H 8.245 0.730 -3.846
H 7.117 1.970 -4.170
H 6.553 -0.553 -2.510
H 5.274 0.403 -3.039
H 6.007 2.410 -1.977
H 7.505 1.663 -1.364
H 3.850 1.257 -0.974
H 4.074 0.257 0.508
H 4.530 -0.385 -1.070
H 5.202 1.932 1.501
H 5.576 3.221 0.227
H 7.469 2.953 2.093
H 7.970 2.567 0.452
H 6.988 0.575 2.486
H 8.530 0.624 1.618
H 6.172 -0.717 0.956
H 7.360 -0.457 -0.269
C 5.322 -7.612 -0.060
C 3.823 -7.349 0.147
C 3.612 -6.033 0.886
N 2.148 -5.860 1.270
C 1.512 -6.945 2.116
C 1.308 -5.603 -0.002
C 0.524 -4.299 0.250
C 1.636 -3.496 0.992
C 1.970 -4.528 2.055
H 5.736 -6.851 -0.725
H 5.504 -8.563 -0.561
H 5.928 -7.677 0.843
H 3.467 -8.152 0.794
H 3.249 -7.309 -0.779
H 4.004 -5.161 0.360
H 4.106 -6.023 1.861
H 0.527 -6.585 2.402
H 2.135 -7.130 2.989
H 1.364 -7.882 1.585
H 0.696 -6.453 -0.287
H 2.051 -5.354 -0.756
H -0.316 -4.399 0.942
H 0.106 -3.836 -0.644
H 1.201 -2.598 1.427
H 2.418 -3.248 0.276
H 1.094 -4.563 2.696
H 2.924 -4.344 2.539
C 4.203 4.164 3.801
C 3.495 4.190 2.436
C 2.104 4.804 2.634
N 1.119 4.734 1.443
C 0.972 3.298 1.101
C -0.270 5.391 1.730
C -0.418 6.546 0.728
C 1.000 6.879 0.337
C 1.614 5.507 0.198
H 4.240 5.180 4.197
H 5.235 3.844 3.679
H 3.678 3.521 4.506
H 3.422 3.178 2.025
H 4.111 4.723 1.711
H 2.262 5.858 2.858
H 1.554 4.277 3.411
H 1.829 2.846 0.611
H 0.115 3.300 0.426
H 0.677 2.678 1.948
H -1.094 4.691 1.827
H -0.070 5.846 2.702
H -1.037 6.254 -0.125
H -0.940 7.378 1.200
H 1.041 7.469 -0.574
H 1.486 7.317 1.210
H 1.263 4.931 -0.660
H 2.701 5.454 0.156
C 1.819 0.890 -5.659
C 2.906 -0.182 -5.512
C 2.529 -1.231 -4.463
N 2.167 -2.601 -4.997
C 0.912 -2.598 -5.826
C 1.948 -3.577 -3.857
C 2.160 -4.957 -4.470
C 3.254 -4.734 -5.517
C 3.314 -3.235 -5.767
H 0.892 0.498 -6.090
H 2.148 1.646 -6.371
H 1.548 1.276 -4.675
H 3.776 0.362 -5.137
H 3.227 -0.628 -6.453
H 1.597 -0.938 -3.972
H 3.351 -1.423 -3.775
H 0.078 -2.483 -5.134
H 0.885 -3.559 -6.330
H 0.869 -1.765 -6.522
H 1.000 -3.394 -3.354
H 2.774 -3.391 -3.165
H 1.264 -5.311 -4.977
H 2.457 -5.647 -3.682
H 3.019 -5.385 -6.359
H 4.228 -5.118 -5.212
H 3.163 -2.935 -6.807
H 4.312 -2.840 -5.576
C -8.099 -5.418 2.663
C -7.241 -4.233 2.276
C -5.944 -4.636 1.597
N -5.395 -3.521 0.709
C -6.310 -3.114 -0.421
C -4.990 -2.256 1.462
C -3.529 -1.861 1.165
C -3.125 -2.841 0.081
C -4.024 -4.042 0.197
H -7.770 -6.196 3.351
H -8.332 -5.995 1.762
H -9.049 -5.023 3.024
H -7.015 -3.623 3.157
H -7.875 -3.610 1.643
H -6.058 -5.442 0.869
H -5.178 -4.922 2.315
H -7.097 -2.450 -0.085
H -6.686 -4.027 -0.878
H -5.683 -2.570 -1.128
H -5.711 -1.445 1.390
H -5.025 -2.544 2.515
H -3.504 -0.866 0.724
H -2.938 -1.978 2.068
H -3.299 -2.414 -0.911
H -2.065 -3.075 0.143
H -4.221 -4.639 -0.691
H -3.611 -4.712 0.951
C -5.188 4.637 6.744
C -5.409 3.986 5.352
C -4.646 4.715 4.270
N -4.707 4.099 2.872
C -6.166 4.065 2.417
C -3.976 2.781 2.688
C -3.519 2.650 1.218
C -3.653 4.098 0.660
C -3.959 4.999 1.869
H -4.116 4.689 6.928
H -5.729 4.140 7.540
H -5.579 5.640 6.565
H -6.478 4.018 5.130
H -5.141 2.923 5.308
H -3.575 4.782 4.481
H -5.014 5.741 4.201
H -6.553 5.073 2.516
H -6.662 3.283 2.984
H -6.132 3.723 1.383
H -4.609 1.939 2.962
H -3.090 2.790 3.322
H -4.207 2.029 0.641
H -2.512 2.275 1.067
H -4.364 4.268 -0.143
H -2.660 4.364 0.291
H -4.670 5.782 1.620
H -3.088 5.353 2.415
C 0.743 5.598 -4.062
C -0.277 4.620 -4.683
C -1.669 4.691 -4.073
N -2.695 3.750 -4.672
C -2.396 2.324 -4.277
C -2.753 3.910 -6.214
C -4.135 3.492 -6.644
C -5.059 3.668 -5.413
C -4.115 4.175 -4.292
H 0.809 5.479 -2.982
H 0.462 6.625 -4.305
H 1.699 5.444 -4.558
H 0.207 3.644 -4.563
H -0.278 4.783 -5.762
H -2.082 5.691 -4.187
H -1.612 4.329 -3.044
H -2.587 2.233 -3.207
H -1.350 2.129 -4.490
H -3.111 1.646 -4.737
H -1.957 3.310 -6.650
H -2.524 4.972 -6.304
H -4.098 2.440 -6.926
H -4.482 4.073 -7.495
H -5.402 2.683 -5.104
H -5.890 4.338 -5.607
H -4.292 3.685 -3.333
H -4.127 5.251 -4.139
```

**Net charge**: +8
**HOMO level**: -23.40 eV
**ΔE to the lowest compared entry with this formula, charge and spin**: 147.29 kcal/mol
**Maximum force**: 2.3 eV Å⁻¹
**Orbital gap**: 8.359 eV
**Energy**: -3210.30261 Ha

Entry 2:
Computed, not measured: a 14-piece molecular cluster, C67H156N6O19 overall at a distorted geometry, with the ωB97M-V functional and the def2-TZVPD basis.

```
248
Properties=species:S:1:pos:R:3
C 2.903 3.203 -3.205
C 1.942 4.356 -3.392
O 2.530 5.674 -3.185
O 3.439 3.077 -1.916
H 3.746 3.369 -3.927
H 2.359 2.300 -3.497
H 1.043 4.234 -2.762
H 1.574 4.351 -4.462
H 3.182 5.599 -2.490
H 2.764 2.747 -1.296
C -4.508 -2.379 1.894
C -5.572 -3.087 2.755
O -5.077 -2.873 4.167
O -3.246 -3.066 1.811
H -4.423 -1.327 2.209
H -4.846 -2.366 0.838
H -5.611 -4.125 2.445
H -6.546 -2.646 2.679
H -5.670 -3.242 4.838
H -2.729 -3.022 2.651
C 1.081 4.166 3.855
C 2.436 3.569 4.336
O 2.562 2.229 4.243
O 0.142 3.712 4.815
H 0.803 3.829 2.842
H 1.119 5.234 3.887
H 2.585 3.957 5.318
H 3.226 4.044 3.730
H 1.687 1.890 4.565
H -0.739 3.858 4.424
C -3.243 2.727 4.893
C -2.668 1.705 3.889
O -3.536 0.502 3.705
O -4.452 3.232 4.330
H -2.542 3.613 4.964
H -3.496 2.243 5.844
H -1.702 1.287 4.248
H -2.472 2.158 2.883
H -2.970 -0.303 3.606
H -4.880 2.462 3.961
C 2.634 -0.896 5.587
C 1.659 -0.256 6.551
O 0.988 0.831 5.862
O 3.786 -0.049 5.382
H 2.133 -1.001 4.599
H 3.061 -1.878 5.845
H 2.197 0.151 7.421
H 0.974 -1.004 6.894
H 0.841 1.627 6.377
H 3.457 0.784 5.054
C 0.399 -4.779 5.634
C 0.505 -5.857 4.558
C -0.159 -5.501 3.192
C 0.558 -4.314 2.472
C 2.029 -4.738 2.218
C 2.776 -5.244 3.519
N 1.904 -6.216 4.217
O 2.566 -6.823 5.268
C 3.990 -5.945 2.925
C 3.241 -4.069 4.415
C -0.187 -7.128 5.127
H -0.374 -5.017 6.376
H 0.236 -3.743 5.382
H 1.331 -4.856 6.175
H -0.093 -6.359 2.551
H -1.219 -5.217 3.267
H 0.610 -3.399 3.121
H -0.052 -4.021 1.622
H 2.641 -3.867 1.907
H 2.083 -5.503 1.507
H 3.570 -6.773 2.346
H 4.562 -5.190 2.382
H 4.597 -6.411 3.753
H 2.348 -3.450 4.480
H 3.528 -4.494 5.372
H 4.026 -3.474 3.949
H -1.272 -6.998 4.966
H -0.002 -7.199 6.176
H 0.097 -8.097 4.690
H 2.447 -7.785 5.003
C -0.669 1.830 -0.124
C 0.215 0.781 0.555
C 0.008 -0.471 -0.436
C 1.077 -1.657 -0.240
C 2.489 -1.087 -0.309
C 2.707 0.085 0.681
N 1.641 1.115 0.402
O 1.885 2.269 1.208
C 2.686 -0.428 2.054
C 4.059 0.712 0.422
C -0.321 0.481 1.969
H -0.055 2.295 -0.993
H -0.971 2.622 0.574
H -1.639 1.415 -0.400
H -1.021 -0.817 -0.347
H 0.157 -0.154 -1.459
H 0.874 -2.387 -1.055
H 0.889 -2.224 0.674
H 2.627 -0.684 -1.310
H 3.233 -1.814 0.040
H 3.637 -0.878 2.290
H 2.625 0.348 2.829
H 1.901 -1.201 2.193
H 4.723 -0.134 0.504
H 4.119 1.047 -0.642
H 4.365 1.525 1.072
H -1.379 0.352 1.903
H -0.188 1.321 2.634
H -0.030 -0.486 2.417
H 2.023 1.971 2.121
C -1.739 0.051 -9.266
C -1.091 -0.427 -7.885
C -0.043 0.690 -7.558
C 0.569 0.529 -6.206
C -0.626 0.592 -5.179
C -1.663 -0.619 -5.422
N -2.064 -0.574 -6.856
O -2.909 -1.709 -7.231
C -0.974 -2.014 -5.087
C -2.816 -0.281 -4.543
C -0.296 -1.774 -8.295
H -0.967 0.144 -9.995
H -2.287 1.005 -9.206
H -2.463 -0.692 -9.641
H 0.688 0.617 -8.320
H -0.578 1.657 -7.620
H 1.290 1.280 -5.905
H 1.002 -0.494 -6.117
H -1.139 1.527 -5.379
H -0.295 0.612 -4.137
H -1.153 -2.183 -4.030
H -1.608 -2.767 -5.530
H 0.033 -2.008 -5.410
H -3.712 -0.869 -4.829
H -2.540 -0.499 -3.490
H -3.050 0.773 -4.654
H 0.068 -1.595 -9.320
H -1.156 -2.451 -8.321
H 0.411 -2.092 -7.533
H -3.728 -1.279 -7.550
C -7.594 0.792 -4.143
C -7.176 1.058 -2.607
C -5.796 0.423 -2.430
C -5.096 0.926 -1.204
C -4.978 2.485 -1.322
C -6.297 3.151 -1.423
N -7.006 2.508 -2.478
O -8.366 3.051 -2.541
C -6.895 3.111 0.027
C -6.154 4.618 -1.702
C -8.245 0.450 -1.698
H -8.640 1.129 -4.305
H -7.550 -0.291 -4.357
H -6.963 1.368 -4.902
H -5.819 -0.671 -2.535
H -5.200 0.792 -3.228
H -4.090 0.511 -1.229
H -5.465 0.593 -0.231
H -4.353 2.714 -2.186
H -4.530 2.866 -0.414
H -6.877 2.095 0.415
H -6.249 3.791 0.665
H -7.966 3.430 0.096
H -5.837 4.706 -2.742
H -7.116 5.129 -1.583
H -5.407 5.025 -1.039
H -9.184 1.021 -1.888
H -8.054 0.493 -0.661
H -8.426 -0.630 -1.920
H -8.719 2.695 -1.722
C -2.864 7.194 2.627
C -1.972 6.400 1.685
C -2.700 6.258 0.341
C -1.851 5.783 -0.831
C -0.670 6.768 -0.881
C 0.150 6.932 0.388
N -0.795 7.310 1.496
O -0.082 7.280 2.691
C 1.121 5.731 0.692
C 1.045 8.138 0.297
C -1.591 5.001 2.111
H -3.750 6.594 2.845
H -3.083 8.199 2.268
H -2.282 7.207 3.586
H -3.509 5.523 0.564
H -3.268 7.174 0.166
H -2.478 5.926 -1.755
H -1.480 4.752 -0.699
H -1.065 7.763 -1.076
H 0.080 6.490 -1.658
H 0.852 4.724 0.274
H 2.118 5.818 0.207
H 1.242 5.620 1.786
H 0.348 8.999 0.145
H 1.697 8.254 1.168
H 1.640 8.015 -0.608
H -2.497 4.440 2.300
H -0.912 5.051 2.982
H -1.120 4.487 1.287
H 0.164 8.200 2.866
C 2.255 -5.005 -3.999
C 3.412 -4.334 -4.770
C 3.188 -2.835 -5.077
C 3.410 -1.980 -3.841
C 4.810 -2.156 -3.305
C 5.102 -3.651 -2.901
N 4.745 -4.485 -4.095
O 4.962 -5.838 -3.760
C 6.597 -3.906 -2.741
C 4.412 -4.046 -1.540
C 3.567 -5.125 -6.092
H 2.653 -5.938 -3.597
H 1.474 -5.304 -4.718
H 1.930 -4.398 -3.135
H 3.874 -2.486 -5.824
H 2.186 -2.733 -5.440
H 2.631 -2.159 -3.068
H 3.289 -0.920 -4.142
H 4.919 -1.426 -2.497
H 5.521 -1.864 -4.062
H 7.065 -3.234 -1.974
H 6.785 -4.910 -2.389
H 7.127 -3.845 -3.657
H 3.417 -3.624 -1.452
H 4.349 -5.115 -1.391
H 5.034 -3.639 -0.710
H 3.705 -6.179 -5.775
H 4.514 -4.805 -6.573
H 2.755 -5.035 -6.792
H 5.466 -6.137 -4.515
C 6.616 -1.745 0.662
O 5.463 -2.223 1.292
H 7.026 -2.586 -0.007
H 6.394 -0.928 -0.006
H 7.449 -1.373 1.263
H 5.484 -2.063 2.243
C -1.410 -1.440 5.457
O -2.142 -1.760 4.314
H -2.009 -0.702 6.034
H -1.233 -2.314 6.133
H -0.410 -1.049 5.244
H -3.023 -2.148 4.586
C 6.746 -2.160 4.614
O 5.875 -1.244 3.809
H 7.527 -1.617 5.156
H 6.106 -2.753 5.281
H 7.278 -2.917 4.013
H 5.229 -0.859 4.423
```

**HOMO level**: -8.27 eV
**ΔE to the lowest compared entry with this formula, charge and spin**: 10.63 kcal/mol
**Maximum force**: 4.2 eV Å⁻¹
**Orbital gap**: 8.456 eV
**Energy**: -4404.04685 Ha